19
Properties=species:S:1:pos:R:3:forces:R:3:mulliken_charge:R:1 method="wB97M-V/def2-TZVPD" total_charge=0 energy_ev=-12435.340 lumo_ev="-0.6 / -0.6" relative_energy_kj_mol=757.10 homo_lumo_gap_ev="7.035 / 7.036" e_homo_ev="-7.63 / -7.63"
C 0.2473 -1.6355 3.4917 -0.63 -0.66 -0.63 -0.6214
C -0.3500 -2.0453 1.1653 0.43 -2.26 -0.26 -0.4015
C 0.6901 -0.5028 2.8719 -0.57 0.58 -3.70 0.4635
C 0.0695 -0.6975 0.4992 -0.76 -0.42 2.19 1.6863
C 0.7757 1.5946 -1.2336 -0.49 -3.27 1.60 -0.5840
C 1.2995 0.3498 -1.4333 0.07 2.34 -0.74 -0.4343
C -0.4746 1.5852 -0.3788 -0.51 2.63 -0.38 -0.3570
C 0.6043 -0.7518 -0.8743 -1.91 -0.57 0.10 -0.7882
C -0.9823 0.1963 -0.0381 2.44 1.03 -2.23 -0.9572
N -0.2646 -2.3490 2.4080 -0.53 0.07 -0.50 -0.4193
N 0.7316 -0.1251 1.7063 1.08 0.13 2.25 -0.3761
H -0.0598 -1.9797 4.4590 0.62 0.43 0.29 0.3634
H -0.5124 -2.9803 0.5047 -0.04 1.89 0.76 0.2809
H 1.2355 2.5199 -1.2465 1.28 1.61 -0.86 0.4291
H 2.1814 0.1828 -2.0559 -0.18 0.02 0.25 0.3891
H -0.0872 2.1032 0.5523 -0.55 -0.62 -0.46 0.2880
H -1.1514 2.4636 -0.8575 0.65 -2.61 1.17 0.3278
H 0.4711 -1.6663 -1.4909 0.15 0.44 0.93 0.3302
H -1.9609 -0.0508 -0.3732 -0.56 -0.75 0.23 0.3808

***

14
Properties=species:S:1:pos:R:3:forces:R:3:mulliken_charge:R:1 method="wB97M-V/def2-TZVPD" total_charge=+1 smiles=OP(Cl)Nc1nc[nH][nH+]1 energy_ev=-31968.997 lumo_ev=-3.6 relative_energy_kj_mol=0.00 homo_lumo_gap_ev=10.244 e_homo_ev=-13.82
O -2.9734 0.3061 0.3616 0.04 0.04 -0.07 -0.4417
P -1.9443 0.6918 -0.8172 0.05 -0.18 -0.16 0.2496
Cl -2.6186 2.5021 -1.4184 0.28 0.00 0.26 -0.1636
N -0.5900 1.1124 0.1964 -0.67 -0.26 -0.90 -0.1366
C 0.4606 0.2847 0.2220 0.15 0.84 0.55 0.5484
N 1.5404 0.4962 0.9968 -0.11 0.08 0.14 -0.4852
C 2.3304 -0.5180 0.7577 0.29 -0.29 -0.21 -0.0146
N 1.8225 -1.3525 -0.1416 -0.12 -0.01 0.01 -0.1408
N 0.6061 -0.8408 -0.4914 0.05 -0.16 -0.06 0.0172
H -3.5359 -0.4138 0.0570 -0.35 -0.11 0.16 0.3590
H -0.5870 1.9347 0.7824 0.31 -0.01 0.24 0.3144
H 3.2945 -0.7175 1.1854 0.19 0.16 0.21 0.4232
H 2.2010 -2.1975 -0.5353 -0.06 -0.11 -0.10 0.2217
H -0.0064 -1.2879 -1.1554 -0.04 0.02 -0.08 0.2492

***

150
Properties=species:S:1:pos:R:3:forces:R:3:mulliken_charge:R:1 method="wB97M-V/def2-TZVPD" total_charge=0 smiles="C=CN[C@](CCCCCN)(CCCCN(C)C(C)=O)COCOC#N.C[C@@H]1COC(=O)O1.C[C@@H]1COC(=O)O1.C[C@@H]1COC(=O)O1.C[C@@H]1COC(=O)O1.C[C@@H]1COC(=O)O1.C[C@@H]1COC(=O)O1.C[C@@H]1COC(=O)O1" energy_ev=-104034.490 lumo_ev=0.2 homo_lumo_gap_ev=8.781 e_homo_ev=-8.56
C 2.4414 3.7578 4.5010 -0.01 -0.08 0.11 -1.1441
C 2.6788 3.6218 3.2085 -0.08 -0.41 -0.11 0.5102
N 1.8487 4.1378 2.1777 0.14 0.68 0.57 -0.1307
C 2.4824 5.1157 1.2879 0.09 0.49 -0.52 1.8903
C 1.4849 5.3747 0.1524 -0.56 0.11 1.30 -0.7359
C 0.1104 5.8421 0.6877 0.24 -0.53 -0.54 -0.7441
C -0.9029 4.7065 0.8632 -0.25 0.94 -0.05 0.1258
C -2.3292 5.2187 0.7021 -0.27 -0.84 0.49 -0.6805
C -3.3748 4.1041 0.7985 -0.15 -0.38 0.28 -0.8879
N -2.9731 3.0479 1.7435 0.16 0.17 -0.01 -0.4586
C 3.8254 4.6183 0.7189 -0.84 -0.32 -0.58 0.6584
C 4.3659 5.5091 -0.3960 0.68 -0.38 0.05 -1.1808
C 5.8942 5.4646 -0.5943 -0.45 0.29 -0.06 -1.1064
C 6.7037 5.5906 0.6896 0.59 0.38 -0.27 -0.9118
N 7.1478 4.3644 1.3756 -1.44 -0.65 0.42 0.1176
C 6.8206 3.0720 0.7695 0.83 0.17 0.17 -1.6113
C 7.0436 4.4579 2.7542 0.80 0.99 0.49 0.9870
C 6.5757 3.2930 3.5993 0.85 0.01 0.06 -0.8660
O 7.3434 5.5074 3.3241 -0.56 -0.57 -0.52 -0.6758
C 2.7571 6.4184 2.0737 0.73 -0.58 -0.02 -2.1329
O 2.4245 7.5815 1.3157 -0.10 0.02 0.29 -0.2166
C 2.0198 8.6241 2.0818 -0.31 0.13 -1.08 -0.6283
O 3.1574 9.1663 2.8405 -0.37 -0.17 0.39 -0.3728
C 2.8763 9.2914 4.0908 -0.45 0.67 3.10 0.6187
N 2.6155 9.4475 5.2322 0.69 -0.49 -2.98 -0.5034
H 1.6718 4.3845 4.9189 -0.38 -0.01 -0.15 0.3227
H 3.0355 3.1932 5.1984 0.39 0.14 0.22 0.2937
H 3.5582 3.0543 2.9146 0.03 -0.28 -0.10 -0.2036
H 1.4227 3.3946 1.6427 0.05 -0.14 -0.10 0.4151
H 1.8410 6.1416 -0.5152 0.35 -0.13 -0.34 0.9068
H 1.3365 4.4257 -0.3430 0.14 -0.07 -0.59 -0.3814
H 0.2289 6.3526 1.6387 -0.04 0.18 0.12 0.1718
H -0.2655 6.5609 -0.0340 -0.24 0.21 -0.07 0.2804
H -0.7345 3.9064 0.1545 0.14 -0.23 -0.10 -0.1324
H -0.7996 4.3465 1.8751 0.12 -0.51 0.15 0.3134
H -2.4742 5.7153 -0.2500 0.08 0.34 -0.12 0.3341
H -2.5299 5.9047 1.5224 -0.01 0.46 -0.04 0.2624
H -4.3362 4.5199 1.1057 -0.17 0.30 -0.18 0.4180
H -3.5369 3.6309 -0.1642 0.14 -0.09 -0.25 0.4126
H -2.8608 3.4644 2.6598 0.03 -0.09 0.14 0.1901
H -3.7002 2.3515 1.8261 -0.11 -0.04 -0.04 0.1475
H 4.5356 4.4246 1.5152 0.16 0.28 0.19 -0.2294
H 3.6018 3.6509 0.2651 0.12 -0.30 0.04 -0.1023
H 3.8938 5.1792 -1.3143 -0.14 0.12 -0.29 0.2458
H 4.1045 6.5561 -0.2796 -0.22 0.15 0.35 0.5121
H 6.1864 4.6598 -1.2572 0.16 -0.37 0.13 0.4352
H 6.1186 6.3660 -1.1561 0.20 0.15 -0.21 0.5110
H 6.1175 6.1791 1.3900 -0.06 0.10 0.21 0.3654
H 7.5748 6.2036 0.4835 0.26 0.05 -0.04 0.4646
H 5.7883 2.7701 0.8376 -0.36 0.12 -0.20 0.6021
H 7.1828 3.0522 -0.2479 -0.13 0.10 -0.34 0.3406
H 7.3952 2.3123 1.2784 0.12 -0.21 0.11 0.5746
H 5.5241 3.3972 3.8343 -0.30 -0.03 -0.22 -0.1260
H 6.8029 2.3194 3.1949 -0.32 -0.25 -0.18 0.3046
H 7.1080 3.3826 4.5368 0.07 0.09 0.27 0.4300
H 3.8289 6.4569 2.2593 0.17 0.15 0.22 0.4066
H 2.2831 6.3949 3.0534 -0.43 0.18 0.00 0.8065
H 1.1902 8.3769 2.7412 0.20 -0.14 0.54 0.4820
H 1.6935 9.4078 1.4102 0.13 0.26 -0.12 0.3504
C 3.0816 -1.9442 4.8585 0.07 -0.13 -0.05 -1.4658
C 3.0313 -0.9167 3.7466 0.05 -0.28 0.32 0.6743
C 2.7249 -1.4570 2.3714 -0.22 0.03 -0.07 -0.7394
O 3.3235 -0.4600 1.5326 -0.17 -0.05 0.01 0.1802
C 4.3504 0.0827 2.2162 -0.07 -0.07 0.07 0.2029
O 5.1555 0.8103 1.7297 0.12 -0.03 0.10 -0.4842
O 4.3263 -0.3117 3.5106 -0.08 0.10 -0.18 -0.4135
H 2.1371 -1.9630 5.3999 0.00 0.03 0.01 0.3864
H 3.2563 -2.9489 4.4710 0.09 0.03 -0.03 0.3127
H 3.8794 -1.7140 5.5624 -0.04 0.11 0.03 0.3705
H 2.3449 -0.1079 4.0107 0.03 0.05 -0.08 0.2685
H 1.6617 -1.5531 2.1663 0.03 0.12 -0.17 0.4086
H 3.2209 -2.4073 2.1665 0.00 -0.04 0.13 0.2165
C 3.4372 0.4375 -1.5942 0.28 -0.12 -0.15 -1.1996
C 2.0077 0.8672 -1.3919 0.48 -0.06 -0.02 1.2737
C 0.9944 0.2318 -2.3015 -0.27 -0.15 0.08 -0.5699
O -0.0657 1.2018 -2.2795 0.08 0.02 -0.09 -0.2692
C 0.5058 2.4111 -2.0600 0.02 -0.15 0.11 0.4497
O -0.0600 3.4513 -2.1451 -0.11 0.15 -0.18 -0.5385
O 1.8045 2.2662 -1.7025 -0.20 -0.03 -0.01 -0.3674
H 3.6792 -0.3364 -0.8709 0.07 0.01 0.00 0.0638
H 3.6171 0.0216 -2.5876 -0.12 0.13 -0.07 0.4519
H 4.1232 1.2732 -1.4581 -0.06 0.02 0.16 0.2419
H 1.7272 0.7270 -0.3442 -0.07 0.03 -0.02 0.0156
H 0.6470 -0.7318 -1.9388 -0.14 0.06 0.02 0.1570
H 1.3426 0.1345 -3.3324 0.16 0.00 0.05 0.2912
C 6.4582 -5.9441 0.1983 0.02 -0.04 -0.14 -1.3921
C 5.0150 -5.5007 0.3292 0.46 -0.09 -0.04 0.5608
C 4.0476 -6.1222 -0.6470 -0.22 -0.11 0.07 -0.6468
O 3.0067 -5.1358 -0.6965 0.10 -0.01 -0.06 -0.2798
C 3.5798 -3.9375 -0.4384 0.06 -0.15 -0.02 0.5571
O 3.0446 -2.8879 -0.5807 -0.10 0.23 -0.02 -0.3815
O 4.8509 -4.1030 0.0061 -0.20 -0.02 0.06 -0.3625
H 6.6838 -6.7212 0.9272 -0.01 0.02 0.03 0.3749
H 6.6660 -6.3533 -0.7911 -0.01 0.10 -0.05 0.3295
H 7.1360 -5.1087 0.3627 -0.04 0.03 0.11 0.3533
H 4.6704 -5.6348 1.3579 -0.08 0.02 -0.02 0.2746
H 3.6551 -7.0825 -0.3222 -0.19 0.09 0.02 0.3207
H 4.4696 -6.2185 -1.6499 0.14 -0.02 0.05 0.3355
C -1.9423 -2.4061 -2.4525 -0.16 -0.04 -0.09 -1.0603
C -1.4452 -3.7521 -1.9668 -0.11 0.48 -0.08 0.8037
C -2.5094 -4.7790 -1.6868 0.02 -0.10 -0.09 -0.5100
O -1.8493 -5.6326 -0.7326 0.00 0.04 -0.02 -0.3464
C -0.9555 -4.8622 -0.0627 -0.07 0.16 -0.15 0.5164
O -0.3762 -5.2015 0.9183 0.09 -0.08 0.17 -0.5861
O -0.8215 -3.6585 -0.6639 0.05 -0.22 0.01 -0.3319
H -1.8622 -2.3407 -3.5379 0.10 -0.02 0.01 0.4672
H -2.9851 -2.2358 -2.1955 0.07 0.01 0.15 0.2504
H -1.3602 -1.5998 -2.0127 0.03 0.00 -0.02 0.0238
H -0.6902 -4.1469 -2.6531 0.02 -0.10 0.08 0.2579
H -2.8145 -5.3376 -2.5626 0.07 -0.17 0.06 0.2943
H -3.3891 -4.3493 -1.2035 0.02 0.13 -0.07 0.2804
C -5.6828 -10.5659 -2.7463 -0.07 0.02 0.14 -1.3341
C -4.8717 -9.3218 -3.0467 -0.28 -0.36 0.09 0.5111
C -4.3381 -8.5835 -1.8446 0.28 0.03 0.04 -0.6895
O -4.1865 -7.2530 -2.3653 -0.11 -0.16 0.01 -0.1172
C -5.1105 -7.0994 -3.3417 -0.07 -0.15 0.07 0.4541
O -5.3844 -6.0588 -3.8468 0.09 0.03 0.03 -0.5155
O -5.6777 -8.2868 -3.6539 0.16 0.12 0.01 -0.3757
H -5.0631 -11.4557 -2.8462 0.01 0.01 -0.04 0.3422
H -6.0770 -10.5544 -1.7294 -0.07 0.08 -0.03 0.3285
H -6.5252 -10.6530 -3.4297 0.07 0.00 -0.10 0.3482
H -4.0685 -9.5551 -3.7501 0.03 0.08 0.00 0.2875
H -3.3882 -8.9666 -1.4813 0.09 0.19 -0.05 0.3473
H -5.0544 -8.5431 -1.0216 -0.06 -0.12 -0.04 0.3347
C -7.0555 -4.0422 -5.6257 -0.06 -0.05 -0.14 -1.0317
C -8.4820 -3.6032 -5.3688 0.49 -0.03 -0.15 0.5657
C -9.5339 -4.2779 -6.2124 -0.23 -0.08 0.11 -0.5901
O -10.5924 -3.3092 -6.1976 0.08 -0.05 -0.02 -0.3316
C -10.0144 -2.0880 -6.0506 0.15 -0.06 0.01 0.5898
O -10.5799 -1.0551 -6.1835 -0.10 0.14 -0.02 -0.5253
O -8.7027 -2.2228 -5.7329 -0.22 -0.06 0.03 -0.3820
H -6.7480 -4.7839 -4.8931 -0.02 0.09 -0.05 0.1502
H -6.9456 -4.4954 -6.6128 -0.03 0.11 -0.06 0.3384
H -6.3714 -3.1969 -5.5708 -0.05 0.04 0.12 0.3444
H -8.7175 -3.6942 -4.3049 -0.09 0.02 -0.01 0.2974
H -9.8747 -5.2278 -5.8075 -0.17 0.08 0.03 0.3028
H -9.2143 -4.4144 -7.2479 0.14 -0.02 0.04 0.3390
C -7.0196 -1.7040 3.0633 -0.12 -0.05 -0.06 -1.4005
C -6.2631 -0.8368 2.0773 -0.20 -0.30 0.28 0.6905
C -7.0968 -0.1979 0.9944 0.01 0.24 -0.05 -0.5595
O -6.1246 0.0068 -0.0404 -0.03 -0.05 0.06 -0.3161
C -5.1818 -0.9557 0.1003 -0.09 0.01 0.10 0.5584
O -4.3357 -1.1931 -0.6964 0.05 -0.07 -0.06 -0.5331
O -5.3429 -1.6092 1.2785 0.02 0.15 -0.10 -0.3354
H -7.2362 -1.1449 3.9723 0.03 0.00 0.01 0.3768
H -7.9718 -2.0435 2.6535 0.05 -0.06 -0.07 0.3082
H -6.4378 -2.5844 3.3294 0.10 0.06 0.04 0.3489
H -5.6731 -0.0862 2.6101 0.02 0.04 -0.07 0.1607
H -7.5511 0.7444 1.2903 0.12 0.09 -0.14 0.3054
H -7.8662 -0.8695 0.6070 -0.02 -0.06 0.12 0.3417

***

9
Properties=species:S:1:pos:R:3:forces:R:3:mulliken_charge:R:1 method="wB97M-V/def2-TZVPD" total_charge=+1 energy_ev=-19444.617 lumo_ev=-7.0 relative_energy_kj_mol=359.35 homo_lumo_gap_ev=8.054 e_homo_ev=-15.02
C 1.0071 -0.0669 -0.5770 -1.45 0.22 1.40 0.7950
C 0.6902 -0.4579 0.8038 1.05 -0.25 0.15 -0.7569
N 0.2846 0.3710 -1.5549 1.94 0.25 -1.38 -0.5312
N -0.9199 0.7051 -1.2493 -0.54 -0.07 0.57 0.3638
N -1.6576 0.6305 -0.3607 -2.88 -0.23 0.43 0.6358
O -2.7108 0.5574 0.1606 1.86 0.30 -0.44 -0.3339
S 2.4580 -0.6208 -0.0651 -0.63 -0.75 0.16 0.0635
H 0.0092 -1.2277 1.1555 0.35 -1.01 -1.07 0.3717
H 0.8391 0.1093 1.6870 0.29 1.54 0.18 0.3922